# 1
Computed, not measured: 2 unconnected molecules or ions with the total composition C5H15NO, with wB97M-V/def2-TZVPD.

Atoms and positions in Å:
1 C 0.221651 -0.730336 -0.980170
2 C -0.655429 -0.477685 -2.192894
3 C -0.392402 -0.181075 0.314461
4 N -0.774163 1.171399 0.165512
5 C 0.322142 2.062458 -0.150339
6 C -1.492827 1.665996 1.307990
7 H 0.372924 -1.804163 -0.851517
8 H 1.208672 -0.276682 -1.077191
9 H -0.908272 0.563600 -2.380949
10 H -1.572834 -1.067504 -2.231740
11 H -0.079476 -0.783815 -3.079353
12 H -1.260454 -0.782595 0.595503
13 H 0.350723 -0.295878 1.125460
14 H -0.060482 3.075854 -0.273893
15 H 1.047973 2.089732 0.683955
16 H 0.825431 1.796611 -1.062227
17 H -1.933448 2.628516 1.037442
18 H -0.883435 1.727548 2.216759
19 H -2.345051 1.008152 1.501393
20 H 1.904425 -3.889086 1.849484
21 H 3.352536 -4.037609 1.492256
22 O 2.751787 -3.463437 1.990068

Forces on atoms 1 to 2 (eV/Å):
C -0.5 0.1 0.7
C 0.7 -0.3 -1.2

## Properties
Charge = 0
LUMO level = 0.8 eV
Largest force on an atom = 1.4 eV Å⁻¹
Structure (SMILES) = CCCN(C)C.O

=====

# 2
Computed, not measured: 2 unconnected molecules or ions with the total composition C22H25BN, with wB97M-V/def2-TZVPD.

Atoms and positions in Å:
1 C -6.467403 -0.542515 -2.712318
2 C -5.128924 -0.218598 -2.110543
3 C -5.116946 0.412118 -0.859137
4 C -3.905859 0.739255 -0.254645
5 C -2.678379 0.423864 -0.853230
6 C -1.376530 0.710328 -0.088016
7 C -0.058088 0.423270 -0.784612
8 C 1.100371 1.060896 -0.487938
9 C 2.379782 0.775203 -1.101397
10 C 3.598660 1.160585 -0.491571
11 C 4.825275 0.863442 -1.072477
12 C 4.890460 0.163767 -2.283051
13 C 6.219265 -0.145009 -2.912310
14 C 3.699341 -0.243886 -2.892009
15 C 2.469031 0.051763 -2.314137
16 C -2.706026 -0.153953 -2.118924
17 C -3.910803 -0.503956 -2.739283
18 H -6.365141 -1.041053 -3.677508
19 H -7.046889 -1.204086 -2.051991
20 H -7.071069 0.367042 -2.857091
21 H -6.067025 0.640011 -0.363162
22 H -3.910075 1.267458 0.700110
23 H -1.392595 1.768668 0.209757
24 H -0.061381 -0.355014 -1.542133
25 H 1.083054 1.821153 0.293512
26 H 3.574821 1.693610 0.456520
27 H 5.766435 1.164088 -0.603369
28 H 6.101330 -0.684245 -3.852792
29 H 6.787341 0.765618 -3.135666
30 H 6.852280 -0.754837 -2.256264
31 H 3.741827 -0.801959 -3.834329
32 H 1.551264 -0.264880 -2.805707
33 H -1.775447 -0.322709 -2.646498
34 H -3.924217 -0.997624 -3.713658
35 H -1.414320 0.134288 0.821218
36 B -1.714269 0.006042 3.311535
37 N -0.345318 -0.382856 3.724587
38 C -0.266390 -0.769043 5.027637
39 C 0.955380 -1.098631 5.569822
40 C 2.105927 -1.040079 4.786189
41 C 2.010058 -0.659181 3.445416
42 C 0.766757 -0.361027 2.910768
43 H -1.824719 1.186241 3.167178
44 H -2.333023 -0.913265 2.884142
45 H -1.198299 -0.794660 5.598517
46 H 0.961427 -1.383401 6.614254
47 H 3.067105 -1.283508 5.226243
48 H 2.903648 -0.587523 2.821855
49 H 0.648277 -0.091234 1.846498

Forces on atoms 1 to 2 (eV/Å):
C -0.3 -0.1 -0.2
C 0.1 0.0 0.2

## Properties
Charge = +1
LUMO level = -4.6 eV
Largest force on an atom = 2.2 eV Å⁻¹

=====

# 3
Computed, not measured: 2 unconnected molecules or ions with the total composition C3H11N6, with wB97M-V/def2-TZVPD.

Atoms and positions in Å:
1 C 0.377671 0.570525 0.144221
2 C 1.419105 -0.368367 0.357879
3 C -2.081079 -0.126394 -1.107879
4 N -1.674110 -0.270226 0.244235
5 N 2.551226 0.220456 0.168788
6 N 0.612565 1.831576 0.161718
7 N 1.222510 -1.746722 0.294365
8 N 3.729551 -0.307413 -0.000655
9 N -2.310842 0.352872 1.190278
10 H -3.123486 -0.329429 -1.369949
11 H -1.969957 0.954189 -1.264753
12 H -1.427196 -0.558657 -1.844719
13 H 1.448102 2.191149 0.625122
14 H 0.061080 2.577453 -0.298419
15 H 0.167422 -1.813484 0.544643
16 H 1.844956 -2.305294 0.735812
17 H 3.821012 -1.284862 -0.259245
18 H 4.457079 0.348707 -0.161950
19 H -3.225176 0.853688 1.097902
20 H -1.809003 0.544801 1.982933

Forces on atoms 1 to 2 (eV/Å):
C -1.3 -0.4 -1.0
C 1.7 -0.7 -0.6

## Properties
Charge = +1
LUMO level (spin up / spin down) = -4.2 / -4.6 eV
Largest force on an atom = 6.6 eV Å⁻¹

=====

# 4
Computed, not measured: a molecular structure, C6H16N2O2SSi, with wB97M-V/def2-TZVPD.

Atoms and positions in Å:
1 C 2.476440 -1.976422 0.703630
2 C 1.052825 -1.870180 0.120231
3 C 2.018796 1.753029 0.745728
4 C 2.563270 0.718570 -2.201594
5 C -2.734192 1.128667 -0.916161
6 C 0.153583 -2.824147 0.289658
7 N -4.816590 0.058818 0.093650
8 N -2.790199 1.058523 1.750714
9 O 3.125560 -0.853005 0.168141
10 O 0.776909 -0.710031 -0.465842
11 Si 2.157789 0.299909 -0.515543
12 S -3.268264 -0.057953 0.415217
13 H 2.376224 -1.992664 1.863977
14 H 3.071505 -2.734330 0.335810
15 H -2.368432 0.536995 2.492244
16 H 2.816357 2.591143 0.531307
17 H 1.015501 2.158788 0.580773
18 H 2.030598 1.520730 1.806420
19 H 1.718617 0.413587 -2.772663
20 H 2.697871 1.862623 -2.096288
21 H 3.535133 0.438959 -2.737064
22 H -3.419833 1.065813 -1.853849
23 H -2.922086 2.161944 -0.534314
24 H -1.676285 0.874441 -1.188533
25 H -0.724341 -2.734885 -0.288865
26 H 0.301564 -3.720411 0.955869
27 H -5.519711 -0.582348 0.564179
28 H -3.648612 1.413846 2.153166

Forces on atoms 1 to 2 (eV/Å):
C -1.9 2.4 1.4
C 0.5 -2.0 1.7

## Properties
Charge = 0
LUMO level = 0.6 eV
Largest force on an atom = 3.7 eV Å⁻¹

=====

# 5
Computed, not measured: 2 unconnected molecules or ions with the total composition C16H32BF2N3O5, with wB97M-V/def2-TZVPD.

Atoms and positions in Å:
1 C 3.535759 -4.073078 -0.781651
2 C 2.600924 -2.872962 -1.054703
3 N 1.356349 -3.053100 -0.295653
4 C 0.793361 -2.153925 0.454077
5 N -0.398999 -2.449419 1.110621
6 N 1.285080 -0.915316 0.591696
7 C 2.029875 -0.636161 1.842091
8 C 2.042155 0.856810 2.175000
9 C 2.301093 1.661502 0.908233
10 C 1.096433 1.918958 -0.008796
11 C -0.161986 2.499622 0.645122
12 C -1.364103 2.264085 -0.287272
13 C -1.848454 0.815585 -0.166221
14 C -3.364276 0.705327 -0.141617
15 C -3.993378 1.058959 1.204881
16 C -4.052597 -0.153631 2.157858
17 O -3.690751 0.126289 3.488540
18 C -2.335808 0.436360 3.662138
19 H 4.082770 -4.274079 -1.690653
20 H 4.250721 -3.792052 -0.024811
21 H 2.984360 -4.960028 -0.507289
22 H 2.341055 -2.865113 -2.103414
23 H 3.114596 -1.983056 -0.751209
24 H 0.881154 -3.942314 -0.364682
25 H -0.929177 -3.142948 0.591717
26 H -0.172905 -2.808575 2.037451
27 H 1.768963 -0.623476 -0.251933
28 H 1.540625 -1.161620 2.656376
29 H 3.045626 -1.017452 1.812720
30 H 1.182905 1.153930 2.758808
31 H 2.901079 0.994693 2.824776
32 H 3.012717 1.064146 0.340071
33 H 2.791387 2.602836 1.121085
34 H 0.881867 1.031644 -0.575104
35 H 1.413391 2.655495 -0.733888
36 H -0.425116 2.039848 1.589287
37 H -0.005807 3.567873 0.740226
38 H -1.057999 2.443256 -1.308021
39 H -2.190496 2.913662 -0.021904
40 H -1.499332 0.267793 -1.035098
41 H -1.385630 0.338363 0.679866
42 H -3.622023 -0.319162 -0.395100
43 H -3.782607 1.343540 -0.912378
44 H -5.019554 1.346478 1.021224
45 H -3.485401 1.874956 1.695835
46 H -5.044295 -0.576397 2.145476
47 H -3.401830 -0.914018 1.722915
48 H -1.726441 0.025262 2.860798
49 H -2.148080 1.506254 3.671579
50 H -1.961844 0.014641 4.586546
51 B 0.103283 1.200607 -5.473492
52 O -0.253297 0.202165 -4.406983
53 C 0.581695 0.328578 -3.415919
54 O 0.578983 -0.332513 -2.394749
55 C 1.575822 1.439654 -3.745459
56 O 2.465600 1.774302 -3.007157
57 O 1.293143 1.927727 -4.925607
58 F -0.945434 2.074057 -5.674555
59 F 0.434852 0.545141 -6.641694

Forces on atoms 1 to 2 (eV/Å):
C -0.2 0.9 -0.4
C 0.0 -1.7 0.0

## Properties
Charge = 0
LUMO level = -0.9 eV
Largest force on an atom = 1.7 eV Å⁻¹

=====

# 6
Computed, not measured: a molecular structure, C20H21N3PtS, with wB97M-V/def2-TZVPD.

Atoms and positions in Å:
1 Pt -0.960832 0.290865 -1.408633
2 S -3.137798 0.932752 -1.858546
3 C -3.155174 1.042890 -0.122771
4 C -4.217339 1.224322 0.759132
5 C -3.948465 1.222425 2.113151
6 C -2.644326 1.034857 2.572606
7 C -1.639743 0.854043 1.646745
8 N -1.896241 0.877928 0.337765
9 H -5.218489 1.348518 0.372129
10 H -4.755154 1.360685 2.821704
11 H -2.411845 1.026742 3.627208
12 H -0.604300 0.707338 1.933947
13 C -0.706252 -2.719565 0.907213
14 C 0.822597 -2.723013 0.836492
15 C 1.412093 -1.412645 1.298606
16 C 1.861155 -1.287456 2.609031
17 C 2.341706 -0.078668 3.087160
18 C 2.381343 1.022050 2.248594
19 C 1.941690 0.942615 0.930119
20 C 1.987412 2.174434 0.060776
21 C 0.801615 3.110784 0.296708
22 C 1.458632 -0.283785 0.470510
23 N 0.917519 -0.364950 -0.845136
24 C 1.599222 -0.901682 -1.812270
25 C 1.001670 -0.938617 -3.086685
26 C 1.327986 -1.466087 -4.339313
27 C 0.247396 -1.182244 -5.171209
28 C -0.698028 -0.495325 -4.396789
29 N -0.241144 -0.347234 -3.150880
30 H -1.110434 -3.693517 0.629074
31 H -1.121147 -1.977333 0.221939
32 H -1.049304 -2.482053 1.916073
33 H 1.125545 -2.951759 -0.186014
34 H 1.224088 -3.520512 1.464513
35 H 1.830718 -2.154568 3.258587
36 H 2.693245 0.001543 4.107753
37 H 2.770109 1.966894 2.611523
38 H 2.033910 1.893545 -0.991730
39 H 2.910870 2.712082 0.288815
40 H -0.140218 2.633375 0.020489
41 H 0.904424 4.016763 -0.301156
42 H 0.743025 3.400565 1.347858
43 H 2.594150 -1.297673 -1.624010
44 H 2.236360 -1.985973 -4.598497
45 H 0.147199 -1.430908 -6.214748
46 H -1.659443 -0.102447 -4.687833

Forces on atoms 1 to 2 (eV/Å):
Pt 0.1 0.1 0.3
S -0.2 0.1 0.0

## Properties
Charge = 0
LUMO level = 0.2 eV
Largest force on an atom = 0.5 eV Å⁻¹